[1]
89
Properties=species:S:1:pos:R:3:forces:R:3:mulliken_spin:R:1 method="wB97M-V/def2-TZVPD" multiplicity=3 homo_energy_ev="-9.29 / -10.25" s2=2.022 gap_ev="6.7 / 7.4" total_charge=+1
C -1.258490 -2.253547 -2.035945 0.22 -0.04 -0.16 -0.03
C 0.929171 -1.500222 -2.179120 -0.36 -0.18 0.25 -0.02
C -0.942154 -3.376224 -2.808281 0.08 0.00 0.34 0.00
C 1.358174 -2.703870 -2.735499 0.02 0.27 -0.06 0.00
C 0.397312 -3.645253 -3.086241 -0.27 0.14 0.28 0.01
H -1.746533 -4.036680 -3.127346 0.26 0.09 0.01 0.00
H 2.418884 -2.846333 -2.936587 -0.27 0.03 -0.24 0.01
H 0.685956 -4.548704 -3.608973 -0.04 0.01 0.05 0.00
N -0.311136 -1.376755 -1.674523 0.38 0.73 -1.11 0.06
P -2.742121 -0.714848 -0.261971 -1.22 -0.88 -1.01 0.00
P 2.859330 0.439654 -0.999829 0.94 0.14 0.42 0.28
C -2.692713 -1.915743 -1.680676 0.08 -0.39 -0.01 0.02
H -3.186685 -1.496997 -2.572938 0.28 -0.07 0.33 0.00
H -3.214967 -2.856325 -1.466083 0.06 0.32 -0.03 0.00
C -1.118897 1.065665 1.175390 2.04 2.81 3.62 0.02
O -0.962205 1.539255 2.229904 -0.99 -1.62 -2.77 -0.02
C 1.775270 -0.241325 -2.369216 1.09 -1.12 0.55 0.14
H 2.373261 -0.450923 -3.256091 0.10 0.02 0.19 -0.04
C 4.158255 1.522397 -1.857267 0.02 -0.15 -0.11 0.16
C 3.238276 0.172652 0.865364 -0.28 -0.57 -0.15 0.14
C -4.171255 0.443560 -0.677510 -0.07 -0.38 0.24 0.02
C -3.171890 -1.915195 1.148782 -0.31 0.16 -0.09 0.02
C 3.594959 2.951961 -1.894315 0.16 0.18 -0.23 0.04
H 3.548262 3.397200 -0.890986 -0.01 -0.16 -0.22 0.00
H 4.260848 3.570352 -2.516748 -0.19 -0.05 0.18 0.00
H 2.585405 2.979932 -2.321195 0.42 0.06 0.16 0.00
C 5.544623 1.518211 -1.191020 0.16 0.05 0.14 0.02
H 5.556732 1.910338 -0.171776 0.05 -0.13 -0.23 0.00
H 5.992894 0.515546 -1.211316 -0.13 0.32 0.06 0.00
H 6.196727 2.170166 -1.794180 -0.22 -0.13 0.17 0.00
C 4.457410 0.991602 -3.273107 -0.20 -0.20 -0.14 0.05
H 5.081950 1.719245 -3.806094 -0.03 -0.10 0.18 0.00
H 4.998072 0.038969 -3.226603 -0.02 0.18 0.06 0.00
H 3.581023 0.831410 -3.890715 0.24 0.08 0.14 -0.01
C 3.475006 1.509083 1.584480 -0.08 0.14 -0.15 0.03
H 2.572219 2.135398 1.552658 0.24 -0.14 -0.03 -0.01
H 3.697166 1.295318 2.643243 -0.06 -0.02 -0.32 0.00
H 4.320976 2.077435 1.178262 -0.36 -0.16 0.20 0.00
C 2.053251 -0.544694 1.514982 -0.22 0.13 -0.24 0.04
H 1.153918 0.081504 1.529863 0.31 -0.18 -0.09 -0.01
H 1.813658 -1.473699 0.983510 -0.01 0.07 0.15 0.02
H 2.280395 -0.795252 2.559212 0.11 0.08 -0.33 0.00
C 4.458926 -0.761431 0.920500 0.16 -0.07 0.01 0.02
H 5.380638 -0.272855 0.589331 -0.26 -0.17 0.13 -0.01
H 4.608308 -1.105560 1.953334 -0.04 0.11 -0.15 0.00
H 4.284312 -1.643199 0.288253 0.11 0.17 0.24 -0.02
C -3.435649 -1.126220 2.440933 -0.03 -0.14 0.20 0.00
H -3.611891 -1.848825 3.255197 0.08 0.24 -0.19 0.00
H -2.579435 -0.503939 2.728702 -0.22 -0.14 -0.06 0.00
H -4.331978 -0.493539 2.369932 0.26 -0.23 0.01 0.00
C -1.948191 -2.827434 1.337787 0.22 0.09 0.09 0.00
H -1.642114 -3.313296 0.401888 -0.07 0.04 0.18 0.00
H -1.096413 -2.286982 1.772313 -0.27 -0.13 -0.36 0.00
H -2.216392 -3.621080 2.051857 0.05 0.17 -0.19 0.00
C -4.399184 -2.815660 0.878716 -0.17 -0.02 0.18 0.00
H -4.408784 -3.610624 1.642347 0.02 0.25 -0.19 0.00
H -5.348876 -2.275183 0.968725 0.35 -0.22 -0.04 0.00
H -4.382996 -3.320393 -0.094125 0.00 0.12 0.25 0.00
C -3.959428 1.000017 -2.097378 0.06 0.13 0.07 0.02
H -4.004194 0.215009 -2.865259 -0.03 0.34 0.17 0.00
H -4.761780 1.725569 -2.306180 0.21 -0.23 0.04 0.00
H -3.004841 1.541246 -2.187756 -0.20 -0.19 0.05 0.00
C -4.142897 1.618426 0.320918 -0.10 0.04 -0.13 0.00
H -3.190941 2.167903 0.272943 -0.36 -0.10 -0.04 0.00
H -4.956795 2.309787 0.048769 0.25 -0.13 0.18 0.00
H -4.302210 1.285965 1.355753 0.03 0.16 -0.30 0.00
C -5.534865 -0.253635 -0.622534 -0.34 0.30 -0.12 0.01
H -5.562159 -1.175338 -1.221283 0.02 0.21 0.20 0.00
H -5.849779 -0.472588 0.405786 0.13 0.05 -0.32 0.00
H -6.285528 0.433384 -1.044343 0.11 -0.19 0.10 0.00
Ni -0.832578 0.460019 -0.499201 -0.56 -1.18 0.53 0.88
N 0.684477 1.429551 -1.191081 0.84 0.09 -1.95 0.26
C 0.981174 1.005515 -2.381381 -1.34 1.31 0.28 -0.12
C 0.539944 1.638588 -3.753185 -0.13 -0.01 0.81 0.01
C 1.619498 1.613698 -4.835144 0.16 0.26 -0.28 0.00
C -0.638349 0.825918 -4.273494 -0.51 -0.22 -0.04 0.01
C 0.135760 3.085863 -3.484355 -0.20 0.07 0.05 0.01
H 2.497281 2.214793 -4.572203 -0.24 -0.19 -0.04 0.00
H 1.920299 0.599531 -5.124321 0.03 0.14 0.13 0.00
H 1.215362 2.071262 -5.745692 -0.10 -0.06 0.16 0.00
H -1.502823 0.893621 -3.598685 0.23 -0.09 -0.12 -0.01
H -0.955431 1.194984 -5.258935 0.11 -0.05 0.22 0.00
H -0.361510 -0.229839 -4.385962 -0.12 0.07 -0.03 0.00
H -0.285532 3.543388 -4.390149 0.04 -0.13 0.23 0.00
H -0.590450 3.131040 -2.659906 0.19 0.09 -0.31 0.00
H 1.017792 3.664868 -3.191893 -0.27 0.05 -0.04 0.00
O 0.055741 -1.527263 3.382157 0.06 -0.24 0.84 0.00
H 0.299549 -2.302107 3.922711 -0.18 0.48 -0.31 0.00
H -0.245402 -0.865921 4.023790 0.11 -0.19 -0.16 0.00

=====

[2]
92
Properties=species:S:1:pos:R:3:forces:R:3:mulliken_spin:R:1 method="wB97M-V/def2-TZVPD" multiplicity=6 homo_energy_ev="-9.09 / -9.24" e_above_lowest_kcal_mol=0.00 s2=8.795 gap_ev="7.3 / 4.0" total_charge=+1
Ru 0.449577 -0.696383 1.190720 0.26 0.27 -0.22 2.10
C 2.015402 0.206643 4.488213 0.00 -0.04 0.00 0.01
P 0.768458 0.664167 3.238448 -0.04 -0.04 0.00 -0.04
C 0.913915 2.467782 3.442512 0.04 0.00 -0.03 0.01
C -0.763870 0.239298 4.165871 0.00 0.04 0.00 0.02
C -0.735019 -1.263657 4.447276 0.00 -0.03 0.02 -0.01
P -0.311996 -2.226060 2.923572 -0.09 -0.01 0.11 0.00
C 0.647394 -3.638687 3.541680 -0.01 0.00 -0.01 0.01
C -1.913763 -3.020351 2.551520 -0.01 0.01 0.01 0.00
H 2.091986 -0.868194 4.631923 0.00 0.00 -0.01 0.00
H 1.735699 0.683444 5.430619 0.00 -0.01 0.00 0.00
H 2.993082 0.561069 4.170247 0.00 0.01 0.00 0.00
H 0.740997 2.705021 4.493257 0.01 0.01 0.00 0.00
H 0.219634 3.025497 2.831378 -0.06 0.04 -0.04 0.00
H 1.926598 2.770999 3.179087 0.01 -0.01 -0.02 0.00
H -1.627862 0.509072 3.553003 0.00 -0.01 0.00 0.00
H -0.818960 0.811728 5.095042 0.00 0.00 0.00 0.00
H -1.692241 -1.617531 4.833327 0.00 0.00 0.00 0.00
H 0.014884 -1.490133 5.206363 -0.01 0.01 0.00 0.00
H 0.126012 -4.107554 4.378028 0.01 -0.01 0.00 0.00
H 1.643465 -3.315596 3.837206 0.00 0.01 0.00 0.00
H 0.761050 -4.369242 2.739348 0.01 0.01 -0.01 0.00
H -2.251024 -3.574172 3.428810 -0.01 0.00 -0.01 0.00
H -1.819387 -3.711678 1.714818 0.00 -0.01 0.00 0.01
H -2.660918 -2.267865 2.297126 0.01 0.01 0.00 0.00
S 3.054517 -1.442128 2.217304 -0.02 -0.03 0.01 0.24
C 3.388021 -1.671020 0.550054 0.03 -0.01 0.01 -0.03
C 4.670913 -1.995143 0.066354 0.00 0.01 0.03 -0.02
C 4.847578 -2.233961 -1.271928 -0.01 0.00 -0.04 0.00
C 3.742917 -2.166347 -2.126720 0.02 0.00 0.02 0.00
C 2.528675 -1.825010 -1.581371 -0.06 0.01 -0.03 0.01
N 2.342389 -1.548896 -0.280417 0.00 0.03 -0.03 0.04
H 5.489298 -2.061865 0.769016 0.00 0.00 0.00 0.00
H 5.826576 -2.488724 -1.657695 0.00 0.00 0.00 0.00
H 3.826027 -2.378267 -3.183095 0.00 0.00 0.00 0.00
H 1.648327 -1.789136 -2.207513 0.04 -0.02 0.04 0.00
C -2.840716 2.109110 -0.024012 -0.01 0.02 -0.04 0.03
C -1.681814 3.012482 -0.482473 -0.02 0.01 0.02 0.02
C -1.301226 3.838240 0.749328 0.00 -0.02 0.04 0.01
C -2.165869 4.009722 -1.545031 0.03 0.01 -0.02 0.00
P -0.247187 1.924091 -1.039518 0.18 -0.13 -0.06 -0.08
N -0.002209 0.695526 -0.053938 -0.33 0.06 0.27 0.63
C -0.673481 1.258546 -2.760407 -0.01 -0.04 0.02 0.05
C 0.153278 -0.012182 -2.979559 -0.01 0.01 -0.02 0.07
C -0.390718 2.241308 -3.904218 -0.01 0.00 -0.04 0.00
C -2.140384 0.806373 -2.863415 0.05 0.04 -0.04 0.01
C 1.339485 2.921282 -1.144756 0.00 0.00 -0.03 0.02
C 1.209262 4.307672 -1.781271 0.03 0.04 -0.03 0.00
C 2.377987 2.089675 -1.917240 0.04 0.01 0.02 0.01
C 1.910402 3.070348 0.273430 0.01 0.01 0.00 0.01
H -3.572701 2.733957 0.492943 -0.01 0.00 0.00 0.00
H -2.483132 1.350851 0.674796 0.01 0.00 0.01 -0.01
H -3.356518 1.613495 -0.841026 0.01 0.02 0.02 0.00
H -2.159980 4.457532 1.017648 -0.01 -0.01 0.00 0.00
H -0.456548 4.503735 0.593735 -0.03 0.00 -0.02 0.00
H -1.102533 3.184414 1.592145 0.05 -0.05 0.05 -0.01
H -3.000396 4.570701 -1.117304 0.00 0.00 0.00 0.00
H -2.527510 3.547945 -2.457130 -0.02 -0.07 -0.04 0.00
H -1.393977 4.731879 -1.810823 -0.06 -0.05 0.00 0.00
H 1.216902 0.180688 -3.082168 -0.05 -0.01 0.02 0.00
H -0.189033 -0.493723 -3.899033 0.00 0.01 -0.02 0.00
H 0.003328 -0.701024 -2.150234 -0.02 0.00 -0.02 -0.02
H 0.667350 2.472539 -4.007580 -0.11 0.00 -0.02 0.00
H -0.939230 3.177054 -3.819672 -0.02 0.00 0.02 0.00
H -0.705672 1.762719 -4.835101 -0.01 0.00 0.00 0.00
H -2.396498 0.087671 -2.089585 0.00 -0.03 0.04 0.00
H -2.254519 0.303515 -3.826499 0.00 0.00 -0.01 0.00
H -2.860120 1.618453 -2.842582 0.01 0.07 0.00 0.00
H 0.789016 4.283412 -2.785420 0.02 0.01 0.04 0.00
H 2.209126 4.742132 -1.857527 0.01 0.00 0.01 0.00
H 0.611644 4.988422 -1.175835 0.03 -0.01 0.00 0.00
H 2.174690 2.025424 -2.983910 0.05 0.00 0.08 0.00
H 2.464894 1.082235 -1.505496 0.01 0.01 0.02 -0.01
H 3.347173 2.579745 -1.804048 0.01 0.00 0.00 0.00
H 1.340459 3.756945 0.894012 0.01 -0.04 0.00 0.00
H 2.922972 3.471326 0.189049 0.00 0.02 -0.01 0.00
H 1.974413 2.101362 0.767762 0.01 -0.02 0.01 -0.02
N -3.927402 -4.810352 -2.761548 -0.03 0.07 -0.03 0.19
C -2.714456 -5.091504 -2.189077 0.09 -0.09 0.03 0.30
S -2.145986 -6.717085 -2.377599 -0.03 0.05 -0.03 1.12
C -1.987630 -4.121683 -1.475216 -0.04 0.01 0.02 -0.11
C -2.539940 -2.855491 -1.151288 0.00 0.03 0.01 0.14
C -1.791942 -1.945391 -0.452030 -0.02 0.01 -0.04 0.05
N -0.530176 -2.168110 -0.045611 0.05 -0.12 -0.05 0.09
C 0.001967 -3.375413 -0.326066 0.01 0.00 0.02 0.02
C -0.667368 -4.351586 -1.015282 0.02 0.00 0.01 0.12
H -4.423180 -5.548273 -3.234266 0.00 -0.03 0.04 -0.01
H -4.054726 -3.894084 -3.163500 0.01 0.00 -0.03 0.00
H -3.560774 -2.600230 -1.400669 0.00 -0.03 -0.01 0.02
H -2.202110 -0.984166 -0.172594 0.00 0.03 -0.02 -0.02
H 1.012240 -3.535719 0.024043 -0.01 0.00 -0.01 0.03
H -0.157274 -5.283630 -1.220716 -0.02 -0.01 -0.01 0.03

=====

[3]
95
Properties=species:S:1:pos:R:3:forces:R:3:mulliken_charge:R:1 method="wB97M-V/def2-TZVPD" multiplicity=1 homo_energy_ev=-5.88 e_above_lowest_kcal_mol=18.56 gap_ev=4.8
Ti -0.081839 2.427312 -1.352182 -0.24 -0.26 0.22 0.63
C 4.100578 1.875366 -3.821987 -0.02 -0.03 -0.02 -0.47
C 3.617915 2.546802 -4.854591 0.00 0.00 -0.01 -0.45
S 0.502003 3.728126 -3.186807 0.00 0.04 -0.03 -0.13
C -0.724544 5.057775 -3.431931 0.02 -0.03 -0.01 -0.88
C -1.670888 5.263712 -2.267301 -0.02 -0.01 -0.02 -0.54
S -2.318519 3.723992 -1.573527 0.01 0.09 0.01 0.13
C -3.226142 2.979545 -2.967361 0.02 -0.01 0.01 -1.07
C -2.387407 2.053967 -3.833050 0.04 0.02 -0.03 -0.60
S -1.583786 0.861296 -2.727063 -0.03 -0.04 0.11 -0.02
C -0.291966 0.202038 -3.824642 -0.01 0.01 0.00 -0.91
C 0.835239 -0.341181 -2.975119 -0.04 0.07 -0.01 0.27
S 1.465508 0.885184 -1.787526 0.15 0.01 -0.01 -0.05
H 4.465880 2.376368 -2.934490 -0.01 0.01 0.00 0.23
H 4.143826 0.792683 -3.818953 0.02 0.00 0.00 0.24
H 3.249488 2.040190 -5.738750 0.01 0.00 0.00 0.25
H 3.567467 3.628112 -4.855416 -0.01 0.00 0.01 0.21
H -1.281749 4.827060 -4.341870 -0.01 0.01 0.00 0.31
H -0.179672 5.983610 -3.621152 0.00 0.00 0.00 0.47
H -2.516317 5.899750 -2.537409 0.00 0.00 0.00 0.59
H -1.156311 5.717394 -1.419502 0.00 0.00 0.00 0.23
H -3.667214 3.790808 -3.547239 -0.01 -0.01 -0.01 0.50
H -4.038369 2.421947 -2.500655 -0.01 0.01 0.01 0.46
H -1.624620 2.589798 -4.396027 0.00 0.00 0.01 0.14
H -3.034278 1.505544 -4.519721 0.00 0.01 0.00 0.53
H 0.049566 1.031401 -4.445722 -0.01 -0.01 -0.01 0.41
H -0.725940 -0.587310 -4.439898 0.00 -0.01 0.01 0.47
H 1.666579 -0.666826 -3.601105 -0.01 0.01 0.00 0.63
H 0.475992 -1.168739 -2.357068 0.01 -0.04 -0.05 -0.75
Se 0.882951 4.098966 0.251130 0.07 0.07 0.06 -0.51
P -0.533812 3.249476 1.699026 -0.12 0.14 0.18 0.46
Se -1.207498 1.347770 0.858894 0.13 0.11 -0.33 -0.53
C -1.825886 4.489521 1.980166 -0.04 -0.04 -0.02 0.54
C -1.503453 5.839164 2.112766 0.02 0.00 -0.01 -0.15
C -2.502417 6.768053 2.353469 -0.02 0.00 0.00 -0.78
C -3.825126 6.353991 2.461074 0.01 0.00 0.00 -0.42
C -4.147924 5.012167 2.327777 0.00 0.00 0.00 -0.77
C -3.149881 4.077809 2.085884 -0.01 -0.01 0.00 -0.24
C 0.259163 2.992462 3.297608 0.10 -0.06 -0.03 0.94
C 1.360155 2.135521 3.331911 -0.02 0.03 -0.04 -0.69
C 1.971107 1.848197 4.538735 -0.02 0.02 0.02 -0.66
C 1.484838 2.409701 5.713796 0.00 -0.01 0.00 -0.57
C 0.389699 3.258934 5.681184 0.01 0.01 0.00 -0.68
C -0.226970 3.555062 4.473008 -0.01 0.01 -0.01 -0.55
H -0.473346 6.162385 2.021605 0.00 0.00 0.00 0.48
H -2.250279 7.815348 2.456587 0.00 0.00 0.00 0.41
H -4.604302 7.081548 2.648018 0.00 0.00 0.00 0.38
H -5.177406 4.688992 2.408417 0.00 0.00 0.00 0.41
H -3.396605 3.029555 1.965883 0.01 0.00 0.00 0.43
H 1.723791 1.682134 2.416198 -0.03 0.06 0.03 0.39
H 2.821050 1.179088 4.564675 0.01 0.00 0.00 0.45
H 1.960118 2.178468 6.658180 0.00 0.00 0.00 0.38
H 0.009306 3.691599 6.597034 0.00 0.00 0.00 0.41
H -1.083666 4.215919 4.452654 -0.01 -0.01 0.00 0.35
C 2.701469 -3.816372 2.514531 0.01 -0.01 -0.01 -1.02
Si 1.226981 -2.733616 2.047585 0.00 -0.01 0.00 0.06
C 0.058803 -2.651391 3.521905 0.00 0.00 -0.01 -1.09
C 1.844876 -0.991206 1.671004 0.04 -0.07 0.00 0.29
Si 0.059904 -3.562409 0.199936 0.09 0.12 0.13 0.18
Te -1.508697 -1.771712 -0.470562 -0.19 -0.11 -0.14 -0.47
Si 1.574954 -4.045406 -1.508284 0.04 -0.02 -0.08 0.61
C 2.408453 -5.719600 -1.259050 -0.03 0.00 0.06 -1.13
C 0.698634 -4.068973 -3.183051 -0.01 0.01 0.04 -1.09
C 2.954751 -2.755716 -1.533354 0.00 0.02 0.03 -0.74
Si -1.163080 -5.482450 0.710795 -0.04 -0.02 0.02 0.59
C -0.104172 -6.806737 1.537776 0.03 0.02 0.00 -1.06
C -2.579246 -5.049639 1.867695 -0.01 0.00 -0.02 -1.06
C -1.861932 -6.178933 -0.893182 -0.01 0.00 0.02 -1.07
H 3.219803 -3.433525 3.397878 0.00 0.01 0.01 0.36
H 3.426705 -3.866866 1.698519 0.00 0.01 0.00 0.25
H 2.378544 -4.837679 2.730702 0.00 0.00 0.01 0.24
H 0.478103 -2.044833 4.329575 0.01 0.00 0.00 0.40
H -0.135895 -3.651435 3.917526 -0.02 0.00 -0.01 0.25
H -0.897061 -2.213541 3.225037 0.00 0.01 0.00 0.29
H 2.108491 -0.466586 2.595284 0.01 -0.11 -0.03 -0.16
H 1.063825 -0.423546 1.156264 0.04 -0.03 0.04 -0.39
H 2.728315 -1.013450 1.028060 -0.01 0.00 -0.02 0.30
H 1.686700 -6.533550 -1.359649 0.00 0.00 -0.01 0.25
H 2.848444 -5.791994 -0.261131 0.02 0.00 -0.01 0.30
H 3.203387 -5.882718 -1.991436 0.00 0.01 -0.02 0.39
H 0.371843 -5.083668 -3.422360 -0.01 0.00 0.00 0.34
H 1.354385 -3.729809 -3.989261 0.01 -0.01 -0.01 0.39
H -0.192775 -3.436794 -3.159349 0.02 0.04 -0.01 0.20
H 3.579320 -2.864139 -0.642677 0.01 0.00 -0.01 0.31
H 2.570696 -1.733532 -1.531372 0.04 -0.05 0.03 -0.22
H 3.598045 -2.883649 -2.408808 0.00 0.00 -0.01 0.39
H 0.274455 -6.454394 2.500469 -0.01 0.00 0.00 0.26
H 0.756166 -7.076521 0.922030 0.00 -0.01 0.00 0.28
H -0.686063 -7.714242 1.719954 -0.01 0.00 0.00 0.37
H -2.219403 -4.907591 2.889091 0.00 0.02 0.00 0.27
H -3.330267 -5.844165 1.879711 0.01 -0.01 0.01 0.38
H -3.060909 -4.123602 1.546939 -0.01 0.00 -0.01 0.27
H -1.076122 -6.636259 -1.499562 0.01 0.02 -0.01 0.25
H -2.325561 -5.383675 -1.481059 -0.01 0.00 0.00 0.29
H -2.618959 -6.941631 -0.691731 0.01 -0.01 -0.01 0.40

=====

Number 1: E -97621.081 eV. Number 2: E -89006.264 eV. Number 3: E -276180.740 eV.